No. 1
DFT (wB97M-V/def2-TZVPD) results for C28H84AsF6N6O13 as an isolated structure at a distorted geometry.

The geometry in ORCA input format:
```
! wB97M-V def2-TZVPD RIJCOSX def2/J DEFGRID3
* xyz -1 1
As -4.261 13.139 -31.241
F -4.652 13.754 -32.909
F -3.172 11.910 -31.974
F -4.012 12.489 -29.592
F -5.314 14.333 -30.504
F -5.506 11.959 -31.455
F -2.795 14.199 -31.120
C 2.051 10.479 -29.965
C 2.709 9.123 -29.948
C 3.573 8.949 -28.663
O 4.767 9.747 -28.758
C 5.682 9.678 -27.627
N 1.679 8.181 -29.891
H 1.847 10.822 -28.951
H 1.175 10.554 -30.610
H 2.663 11.196 -30.513
H 3.264 8.947 -30.870
H 3.818 7.910 -28.446
H 3.039 9.245 -27.760
H 5.833 8.651 -27.294
H 5.079 10.214 -26.894
H 6.604 10.157 -27.955
H 1.337 8.169 -28.941
H 0.952 8.466 -30.531
C -14.195 11.413 -36.771
C -13.159 11.234 -35.605
C -12.144 12.375 -35.523
O -11.282 12.035 -34.440
C -10.059 12.777 -34.382
N -13.840 11.125 -34.302
H -13.673 11.545 -37.719
H -14.796 12.305 -36.593
H -14.994 10.681 -36.882
H -12.648 10.277 -35.716
H -12.711 13.303 -35.450
H -11.515 12.437 -36.412
H -9.544 12.591 -33.440
H -10.257 13.844 -34.285
H -9.402 12.624 -35.239
H -14.197 12.017 -33.990
H -13.141 10.950 -33.594
C -7.222 12.917 -24.798
C -8.525 12.180 -25.175
C -8.222 11.249 -26.373
O -9.422 10.805 -26.999
C -10.264 11.865 -27.433
N -8.817 11.344 -24.078
H -7.132 13.336 -23.795
H -7.068 13.763 -25.468
H -6.368 12.271 -25.003
H -9.243 12.955 -25.443
H -7.711 10.356 -26.014
H -7.482 11.643 -27.070
H -10.922 12.262 -26.660
H -10.853 11.477 -28.264
H -9.664 12.657 -27.881
H -9.030 11.930 -23.283
H -9.695 10.857 -24.190
C -14.566 14.633 -29.554
C -14.128 15.377 -30.830
C -12.595 15.194 -31.063
O -11.838 15.873 -30.046
C -10.379 15.896 -30.285
N -14.872 14.890 -32.005
H -14.333 13.574 -29.665
H -15.637 14.751 -29.387
H -13.979 15.040 -28.730
H -14.441 16.420 -30.879
H -12.444 15.669 -32.032
H -12.248 14.165 -31.152
H -9.829 14.955 -30.307
H -10.011 16.527 -29.476
H -10.155 16.414 -31.218
H -15.868 14.799 -31.861
H -14.809 15.616 -32.704
C -8.538 16.215 -40.501
C -7.881 16.660 -39.264
C -8.841 16.766 -38.051
O -8.397 17.456 -36.820
C -7.284 16.883 -36.083
N -6.748 15.688 -39.073
H -8.897 15.188 -40.426
H -7.922 16.365 -41.388
H -9.350 16.878 -40.797
H -7.371 17.592 -39.510
H -9.106 15.739 -37.802
H -9.798 17.177 -38.373
H -7.378 15.813 -35.900
H -7.102 17.351 -35.116
H -6.390 17.104 -36.667
H -6.365 15.846 -38.152
H -6.063 16.065 -39.713
C -8.315 6.487 -32.321
C -9.309 7.606 -32.520
C -10.046 7.948 -31.161
O -11.087 6.959 -30.870
C -11.711 7.061 -29.566
N -8.644 8.771 -33.065
H -7.393 6.815 -31.839
H -7.958 6.064 -33.260
H -8.709 5.665 -31.723
H -10.073 7.248 -33.209
H -10.353 8.986 -31.287
H -9.400 8.106 -30.297
H -12.328 7.930 -29.342
H -11.068 6.900 -28.700
H -12.376 6.197 -29.547
H -9.309 9.525 -32.970
H -7.906 8.947 -32.398
C -3.219 12.553 -37.398
C -4.280 11.582 -37.809
O -4.880 12.038 -38.967
O -3.756 13.786 -36.866
H -2.530 12.846 -38.189
H -2.537 12.128 -36.662
H -4.873 11.446 -36.905
H -3.847 10.585 -37.897
H -5.159 12.955 -38.926
H -3.906 13.663 -35.926
C -1.656 14.192 -26.083
C -0.275 14.048 -26.789
O 0.373 15.260 -26.937
O -1.320 14.670 -24.802
H -2.172 13.233 -26.127
H -2.220 14.905 -26.686
H -0.392 13.653 -27.798
H 0.279 13.256 -26.286
H 0.683 15.618 -26.102
H -0.912 15.529 -24.932
O -1.475 8.505 -33.144
H -0.941 8.771 -33.892
H -1.881 9.317 -32.839
O -1.926 9.725 -27.780
H -2.011 10.579 -28.204
H -2.210 9.875 -26.879
O 0.730 16.695 -30.470
H 0.723 16.177 -29.665
H -0.034 16.389 -30.958
*
```

LUMO energy, Ha: 0.07366
HOMO-LUMO gap, eV: 9.12
E_tot, hartree: -5258.781657


No. 2
DFT (wB97M-V/def2-TZVPD) results for a single C5H12O molecule.

The geometry in ORCA input format:
```
! wB97M-V def2-TZVPD RIJCOSX def2/J DEFGRID3
* xyz 0 1
C -1.545 -0.783 1.388
C -0.927 -0.523 0.027
O 0.446 -0.112 0.097
C 1.075 0.676 -1.337
C 0.555 2.082 -1.142
C 1.351 -1.136 0.522
H -1.476 0.105 2.022
H -1.075 -1.624 1.907
H -2.605 -1.028 1.252
H -0.980 -1.412 -0.615
H -1.441 0.301 -0.473
H 0.376 0.174 -2.039
H 0.847 2.612 -2.061
H 1.053 2.599 -0.313
H -0.537 2.237 -1.032
H 1.013 -2.111 0.146
H 1.406 -1.148 1.618
H 2.303 -0.861 0.067
*
```

LUMO energy, Ha: 0.03365
HOMO-LUMO gap, eV: 8.04
Relative energy (zero: lowest compared OMol25 entry of this formula, charge and spin), kcal per mole: 105.2
E_tot, hartree: -272.781031


No. 3
DFT (wB97M-V/def2-TZVPD) results for C18H18FLaO as an isolated structure at a distorted geometry.

The geometry in ORCA input format:
```
! wB97M-V def2-TZVPD RIJCOSX def2/J DEFGRID3
* xyz 0 1
C 1.796 0.006 3.857
C 2.331 1.310 3.609
C 1.291 2.121 3.063
H 3.336 1.647 3.853
C 0.114 1.328 2.979
C 0.424 0.026 3.465
H -0.290 -0.780 3.624
H 2.331 -0.816 4.336
H 1.357 3.187 2.842
H -0.876 1.691 2.704
C 3.211 -0.772 -1.498
C 4.262 -0.672 -0.538
C 4.091 -1.722 0.419
H 5.079 0.048 -0.560
C 2.926 -2.462 0.041
C 2.392 -1.880 -1.144
H 1.578 -2.281 -1.748
H 3.121 -0.174 -2.405
H 4.763 -1.946 1.248
H 2.584 -3.381 0.511
La 2.285 0.143 1.144
O -0.839 0.499 -0.136
C -1.049 1.837 -0.798
C -2.149 0.908 -0.338
H -0.890 2.727 -0.189
H -0.727 1.840 -1.843
H -2.638 1.180 0.599
H -4.783 0.368 -0.209
C -4.334 -0.008 -1.132
C -2.959 0.223 -1.357
C -2.391 -0.141 -2.591
H -1.362 0.125 -2.838
C -3.171 -0.804 -3.540
H -2.719 -1.143 -4.470
C -4.527 -1.063 -3.304
H -5.129 -1.626 -4.022
C -5.104 -0.650 -2.094
H -6.157 -0.842 -1.888
F 2.819 1.949 0.350
*
```

LUMO energy, Ha: 0.01201
HOMO-LUMO gap, eV: 8.48
Relative energy (zero: lowest compared OMol25 entry of this formula, charge and spin), kcal per mole: 0.0
E_tot, hartree: -903.401845


No. 4
DFT (wB97M-V/def2-TZVPD) results for a 3-piece molecular cluster, CH9N2O2 overall at a distorted geometry.

The geometry in ORCA input format:
```
! wB97M-V def2-TZVPD RIJCOSX def2/J DEFGRID3
* xyz 1 1
N 1.287 2.003 -0.506
C 0.381 1.119 -0.030
N 0.501 -0.046 -0.525
H 2.088 1.662 -1.076
H 1.437 2.917 -0.128
H -0.467 1.328 0.806
H -0.063 -0.742 0.117
H 1.008 -0.636 -1.210
H -0.088 -2.705 0.652
H 1.231 -2.617 1.325
O 0.701 -2.221 0.595
H -2.652 0.429 0.521
H -3.044 -0.180 -0.608
O -2.320 -0.310 0.066
*
```

LUMO energy, Ha: -0.11457
HOMO-LUMO gap, eV: 11.86
Relative energy (zero: lowest compared OMol25 entry of this formula, charge and spin), kcal per mole: 50.9
E_tot, hartree: -303.213416


No. 5
DFT (wB97M-V/def2-TZVPD) results for a 6-piece molecular cluster, C6H10Cl14 overall at a distorted geometry.

The geometry in ORCA input format:
```
! wB97M-V def2-TZVPD RIJCOSX def2/J DEFGRID3
* xyz 0 1
Cl 1.663 -8.678 3.111
C 2.959 -7.884 2.244
Cl 3.837 -8.969 1.211
Cl 4.064 -7.136 3.284
H 2.570 -7.037 1.678
Cl 1.906 -0.490 0.869
C 1.658 1.083 0.112
Cl 1.794 2.403 1.321
Cl 0.108 1.188 -0.716
H 2.366 1.177 -0.712
Cl -0.597 -3.288 7.521
C -0.929 -1.689 6.712
Cl -2.244 -1.915 5.516
H -1.169 -0.928 7.456
H -0.054 -1.500 6.091
Cl -4.863 1.306 -7.408
C -3.415 0.828 -6.493
Cl -2.185 0.483 -7.661
H -3.107 1.710 -5.931
H -3.601 -0.067 -5.899
Cl 2.771 4.792 -5.896
C 4.155 4.083 -6.648
Cl 5.256 3.386 -5.411
H 3.860 3.235 -7.266
H 4.751 4.636 -7.374
Cl -4.836 5.195 3.213
C -4.255 3.731 3.970
Cl -4.283 3.902 5.755
H -4.938 2.919 3.720
H -3.240 3.523 3.632
*
```

LUMO energy, Ha: 0.00432
HOMO-LUMO gap, eV: 11.08
Relative energy (zero: lowest compared OMol25 entry of this formula, charge and spin), kcal per mole: 24.8
E_tot, hartree: -6677.245068


No. 6
DFT (wB97M-V/def2-TZVPD) results for a single C3H6OS molecule at a distorted geometry.

The geometry in ORCA input format:
```
! wB97M-V def2-TZVPD RIJCOSX def2/J DEFGRID3
* xyz 0 1
C 1.403 0.466 -0.344
C 0.379 -0.637 0.213
O -0.927 -0.722 -0.562
C -1.855 -0.005 0.121
S -3.393 0.052 -0.206
H 2.310 0.497 0.222
H 1.557 0.389 -1.412
H 1.008 1.519 -0.125
H 0.778 -1.590 -0.117
H 0.196 -0.522 1.223
H -1.456 0.553 0.987
*
```

LUMO energy, Ha: 0.02228
HOMO-LUMO gap, eV: 9.43
Relative energy (zero: lowest compared OMol25 entry of this formula, charge and spin), kcal per mole: 32.0
E_tot, hartree: -591.281975


No. 7
DFT (wB97M-V/def2-TZVPD) results for a 2-piece molecular cluster, C3H4F3NO overall at a distorted geometry.

The geometry in ORCA input format:
```
! wB97M-V def2-TZVPD RIJCOSX def2/J DEFGRID3
* xyz 0 1
C -1.261 1.049 -0.297
N -0.437 -0.164 0.020
C -0.973 -1.253 0.216
F -2.287 -1.547 0.000
H -0.525 1.846 -0.235
H -1.745 0.857 -1.213
H -2.089 1.104 0.524
H -0.467 -2.092 0.527
O 2.318 1.206 0.605
C 2.372 0.135 0.165
F 2.371 -1.046 0.785
F 2.724 -0.095 -1.098
*
```

LUMO energy, Ha: 0.02837
HOMO-LUMO gap, eV: 11.70
Relative energy (zero: lowest compared OMol25 entry of this formula, charge and spin), kcal per mole: 6.9
E_tot, hartree: -546.285485


No. 8
DFT (wB97M-V/def2-TZVPD) results for a single C6H8O2 molecule at a distorted geometry.

The geometry in ORCA input format:
```
! wB97M-V def2-TZVPD RIJCOSX def2/J DEFGRID3
* xyz 0 1
C -0.549 -1.265 -2.348
C -0.216 -0.593 -1.063
C -0.154 0.696 -0.686
C 0.349 0.642 0.671
C 0.474 1.859 1.629
C 0.294 -0.652 1.072
O 0.531 -1.270 2.219
O 0.000 -1.409 -0.021
H 0.339 -1.842 -2.575
H -1.546 -1.769 -2.363
H -0.802 -0.511 -3.209
H -0.315 1.569 -1.159
H -0.518 2.462 1.813
H 0.875 1.603 2.614
H 1.320 2.488 1.370
H -0.081 -2.008 2.036
*
```

LUMO energy, Ha: 0.02819
HOMO-LUMO gap, eV: 8.60
Relative energy (zero: lowest compared OMol25 entry of this formula, charge and spin), kcal per mole: 39.8
E_tot, hartree: -383.846656


No. 9
DFT (wB97M-V/def2-TZVPD) results for C39H22N8O2STi as an isolated structure at a distorted geometry.

The geometry in ORCA input format:
```
! wB97M-V def2-TZVPD RIJCOSX def2/J DEFGRID3
* xyz -1 2
Ti 0.000 0.000 0.000
C 3.300 2.381 -4.913
C 2.203 3.268 -4.902
C 1.073 2.996 -4.124
C 1.079 1.825 -3.391
C 0.109 1.189 -2.506
N 0.425 -0.048 -2.209
C 1.794 -0.035 -2.399
N 2.774 -0.492 -1.705
C 2.610 -1.114 -0.510
C 3.658 -1.907 -0.043
C 4.920 -2.184 -0.577
C 5.755 -2.995 0.204
C 5.325 -3.528 1.435
C 4.041 -3.270 1.936
C 3.240 -2.428 1.164
C 1.965 -1.928 1.366
N 1.261 -2.290 2.470
C -0.005 -2.078 2.435
N -0.802 -1.651 1.395
C -1.481 -0.677 1.969
N -2.286 0.315 1.502
C -1.939 1.371 0.829
N -0.790 1.771 0.207
C -1.311 2.195 -0.977
N -0.990 1.926 -2.206
C -2.564 2.883 -0.704
C -3.336 3.772 -1.422
C -4.568 4.136 -0.867
C -5.004 3.572 0.351
C -4.213 2.636 1.028
C -2.987 2.331 0.474
C -1.545 -0.850 3.429
C -2.293 -0.245 4.421
C -2.124 -0.713 5.729
C -1.212 -1.752 6.010
C -0.460 -2.338 4.986
C -0.687 -1.883 3.702
N 1.724 -0.910 0.500
C 2.132 0.952 -3.422
C 3.280 1.210 -4.147
H 4.179 2.622 -5.506
H 2.240 4.179 -5.493
H 0.220 3.664 -4.084
H 5.232 -1.754 -1.521
H 6.763 -3.208 -0.146
H 6.007 -4.144 2.016
H 3.690 -3.658 2.884
H -2.991 4.151 -2.374
H -5.205 4.843 -1.391
H -5.972 3.850 0.758
H -4.534 2.156 1.943
H -2.979 0.559 4.177
H -2.693 -0.261 6.538
H -1.076 -2.084 7.037
H 0.285 -3.099 5.184
H 4.130 0.541 -4.100
O 3.168 2.490 7.959
C 2.635 3.433 7.146
O 2.489 4.598 7.470
C 2.193 2.858 5.858
C 0.914 3.164 5.388
C 0.456 2.571 4.210
C 1.282 1.690 3.510
S 0.706 0.937 2.086
C 2.573 1.413 3.960
C 3.035 2.001 5.137
H 3.051 1.586 7.607
H 0.269 3.843 5.935
H -0.544 2.793 3.847
H 3.218 0.742 3.398
H 4.047 1.793 5.469
H -1.548 -0.359 -0.758
*
```

LUMO energy (alpha / beta), Ha: 0.05948 / 0.05527
HOMO-LUMO gap (alpha / beta), eV: 5.02 / 4.90
E_tot, hartree: -3335.560926


No. 10
DFT (wB97M-V/def2-TZVPD) results for a 2-piece molecular cluster, C7H14 overall at a distorted geometry.

The geometry in ORCA input format:
```
! wB97M-V def2-TZVPD RIJCOSX def2/J DEFGRID3
* xyz 0 1
C 0.752 -1.053 -0.961
C 0.875 0.086 0.023
C 2.313 -0.256 0.636
C -0.383 -0.001 1.013
C 0.881 1.515 -0.595
H 1.608 -0.683 -1.500
H 1.337 -2.058 -0.553
H -0.240 -1.128 -1.460
H 2.687 0.440 1.484
H 2.555 -1.202 1.068
H 3.064 -0.115 -0.173
H -0.147 0.434 2.048
H -0.736 -1.192 1.077
H -1.127 0.643 0.249
H -0.138 1.419 -1.098
H 0.858 2.282 0.137
H 1.570 1.563 -1.458
C -3.055 0.332 0.038
C -2.373 -0.646 -0.104
H -3.589 1.226 0.074
H -1.757 -1.500 -0.198
*
```

LUMO energy, Ha: 0.03175
HOMO-LUMO gap, eV: 9.77
Relative energy (zero: lowest compared OMol25 entry of this formula, charge and spin), kcal per mole: 151.8
E_tot, hartree: -274.874332


No. 11
DFT (wB97M-V/def2-TZVPD) results for C43H50Cl8N2O5ReS5Si4Te as an isolated structure at a distorted geometry.

The geometry in ORCA input format:
```
! wB97M-V def2-TZVPD RIJCOSX def2/J DEFGRID3
* xyz -2 2
Re -0.371 -0.187 0.765
Cl -0.233 1.307 4.009
C -1.787 0.701 3.529
C -1.955 0.232 2.209
C -3.272 -0.160 1.944
Cl -3.602 -0.665 0.304
C -4.326 -0.135 2.847
Cl -5.915 -0.655 2.393
C -4.092 0.314 4.141
Cl -5.373 0.351 5.306
C -2.807 0.739 4.477
Cl -2.517 1.327 6.080
Cl 4.268 -10.034 4.784
C 3.427 -8.830 3.841
C 2.493 -9.230 2.903
C 1.846 -8.261 2.154
C 2.105 -6.907 2.330
C 1.362 -5.880 1.502
C 0.090 -5.439 2.232
N -0.545 -4.327 1.565
C -1.177 -4.367 0.340
C -1.403 -3.075 -0.007
N -0.933 -2.244 0.988
C -0.427 -3.029 1.915
O 0.963 -6.453 0.266
C 1.615 -5.978 -0.920
C 3.078 -5.707 -0.760
C 4.046 -6.655 -0.606
Cl 3.824 -8.363 -0.649
S 5.606 -5.982 -0.385
C 4.974 -4.391 -0.503
C 3.632 -4.395 -0.699
C 3.043 -6.543 3.292
Cl 3.399 -4.871 3.550
C 3.715 -7.494 4.048
H 2.288 -10.281 2.754
H 1.138 -8.551 1.389
H 1.985 -4.995 1.348
H 0.325 -5.143 3.255
H -0.603 -6.284 2.263
H -1.377 -5.293 -0.166
H -1.863 -2.695 -0.902
H 0.088 -2.689 2.798
H 1.114 -5.068 -1.263
H 1.457 -6.765 -1.659
H 5.609 -3.533 -0.353
H 3.035 -3.492 -0.743
H 4.449 -7.187 4.778
O -1.299 -3.227 -3.639
S -0.164 -2.260 -3.539
C 0.328 -1.875 -5.227
C -0.567 -2.078 -6.265
C -0.176 -1.775 -7.559
C 1.097 -1.273 -7.805
C 1.987 -1.084 -6.757
C 1.607 -1.395 -5.458
C -0.892 -0.653 -3.190
C -0.103 0.486 -3.111
C -0.703 1.688 -2.769
C -2.066 1.736 -2.506
C -2.841 0.591 -2.600
C -2.252 -0.621 -2.935
H -1.548 -2.477 -6.038
H -0.867 -1.924 -8.381
H 1.397 -1.033 -8.818
H 2.980 -0.696 -6.948
H 2.292 -1.259 -4.630
H 0.971 0.456 -3.249
H -0.067 2.559 -2.657
H -2.524 2.668 -2.206
H -3.900 0.634 -2.376
H -2.825 -1.537 -2.997
O 2.654 -2.533 1.815
S 2.341 -1.186 1.355
O 3.427 -0.246 1.481
O 1.084 -0.679 2.103
S 1.476 -1.149 -0.522
C 0.640 5.520 -2.869
Si -0.734 5.573 -1.585
C -0.937 7.407 -1.152
C -2.322 5.089 -2.502
Si -0.430 4.400 0.447
Te 0.981 2.232 0.580
Si -2.514 4.450 1.531
C -3.637 3.038 0.996
C -3.431 6.064 1.136
C -2.365 4.469 3.407
Si 0.975 5.791 1.720
C 0.218 7.439 2.279
C 1.523 4.940 3.309
C 2.519 6.167 0.708
H 0.199 5.698 -3.856
H 1.159 4.562 -2.859
H 1.378 6.303 -2.677
H -1.183 7.942 -2.076
H 0.003 7.814 -0.774
H -1.718 7.609 -0.418
H -2.591 5.909 -3.175
H -3.174 4.895 -1.848
H -2.156 4.201 -3.115
H -4.150 3.287 0.062
H -4.397 2.838 1.757
H -3.068 2.122 0.839
H -3.613 6.212 0.070
H -2.881 6.933 1.507
H -4.399 6.038 1.647
H -1.990 3.530 3.810
H -3.359 4.649 3.830
H -1.702 5.267 3.749
H -0.729 7.288 2.803
H 0.037 8.131 1.456
H 0.909 7.919 2.980
H 0.682 4.654 3.943
H 2.161 5.629 3.873
H 2.095 4.037 3.091
H 2.276 6.725 -0.200
H 2.996 5.235 0.393
H 3.233 6.755 1.293
S 2.252 2.647 -1.367
*
```

LUMO energy (alpha / beta), Ha: 0.11797 / 0.11797
HOMO-LUMO gap (alpha / beta), eV: 4.78 / 4.44
Relative energy (zero: lowest compared OMol25 entry of this formula, charge and spin), kcal per mole: 0.0
E_tot, hartree: -9331.217628


Look up the E_tot of the fifth one.
-6677.245068 hartree


Which of these has the highest E_tot?
C5H12O


Among the records above, which one has the lowest E_tot?
C43H50Cl8N2O5ReS5Si4Te